No. 1
This record from the Open Molecules 2025 dataset describes a 2-piece molecular cluster, C20H43IO3PS overall. The level of theory is ωB97M-V with the def2-TZVPD basis set.

Computed properties:
Kohn-Sham gap: 9.38 eV
total energy: -55795.348 eV
charge: +1
LUMO level: -2.4 eV

Atoms and positions in Å:
O1 -0.26270 7.67111 -4.15431
S1 0.23687 6.36083 -3.42991
O2 0.43866 5.31885 -4.59842
C1 -1.17430 5.82976 -2.29418
C2 -0.51962 5.82147 -0.75513
C3 0.86448 4.94931 -0.85941
C4 2.08852 5.67795 -1.67049
I1 3.27558 4.06487 -2.59241
O3 1.67794 6.73988 -2.60158
H1 -1.56184 4.75072 -2.61058
H2 -2.02158 6.63913 -2.28030
H3 -1.25741 5.21259 -0.06787
H4 -0.37999 6.93227 -0.39915
H5 0.60846 3.91926 -1.39004
H6 1.24687 4.65425 0.22378
H7 2.76680 6.20800 -0.84340
C5 1.55350 -4.33289 3.40697
C6 1.59314 -4.32907 1.88792
C7 2.25812 -3.08429 1.30654
C8 1.41499 -1.80865 1.33060
P1 0.14082 -1.60368 0.10934
C9 0.90036 -1.96374 -1.49780
C10 2.19375 -1.27703 -1.93318
C11 2.12156 0.19404 -2.35127
C12 1.02424 0.52994 -3.35548
C13 -0.35674 0.09438 0.01049
C14 -1.02217 0.84097 1.15568
C15 -2.46807 0.49149 1.46428
C16 -3.38525 0.38508 0.25428
C17 -1.18325 -2.78476 0.14252
C18 -2.25495 -2.94966 1.21750
C19 -1.81370 -2.90386 2.67658
C20 -1.86390 -4.26247 3.35528
H8 1.03850 -3.45549 3.80492
H9 1.03136 -5.22509 3.76651
H10 2.56659 -4.34795 3.82225
H11 0.58499 -4.45027 1.49152
H12 2.15624 -5.21177 1.56172
H13 2.55404 -3.30443 0.27689
H14 3.18901 -2.89815 1.85725
H15 2.11295 -0.97841 1.15990
H16 1.02395 -1.62797 2.33437
H17 0.13343 -1.84420 -2.26921
H18 1.11032 -3.04132 -1.48134
H19 2.58566 -1.83724 -2.79268
H20 2.94654 -1.37173 -1.14326
H21 3.08550 0.47006 -2.79661
H22 2.02855 0.83241 -1.47068
H23 1.22317 0.05544 -4.31695
H24 0.98354 1.61206 -3.50660
H25 0.03730 0.21478 -3.01032
H26 -0.92408 0.24996 -0.91107
H27 0.57646 0.64407 -0.13175
H28 -0.99084 1.91179 0.90851
H29 -0.42404 0.72116 2.06623
H30 -2.87728 1.25689 2.13874
H31 -2.49084 -0.42857 2.03270
H32 -3.52081 1.36024 -0.22324
H33 -4.36952 0.01900 0.56634
H34 -3.00711 -0.31563 -0.49327
H35 -0.73367 -3.76915 -0.01303
H36 -1.74144 -2.60190 -0.78748
H37 -2.77893 -3.89402 1.02159
H38 -3.02556 -2.19207 1.05895
H39 -2.49345 -2.25024 3.23687
H40 -0.82413 -2.46598 2.77958
H41 -2.89944 -4.60795 3.45272
H42 -1.44024 -4.19656 4.36180
H43 -1.30590 -5.01786 2.79129

---

No. 2
This record from the Open Molecules 2025 dataset describes C6H9Cl2O6Pd as an isolated structure. The level of theory is ωB97M-V with the def2-TZVPD basis set.

Computed properties:
Kohn-Sham gap (spin up / spin down): 6.43 / 6.68 eV
multiplicity: 3
energy above the lowest of the compared OMol25 structures with the same formula, charge and spin: 46.1 kJ/mol
total energy: -47176.558 eV
charge: -3
LUMO level (spin up / spin down): 7.8 / 7.8 eV

Atoms and positions in Å:
Pd1 1.17147 1.42163 0.35030
C1 0.36339 -1.50838 3.43405
C2 1.02565 -0.55572 2.45089
O1 1.04999 0.66708 2.78606
O2 1.39789 -0.98892 1.35030
H1 -0.72619 -1.46330 3.35413
H2 0.58876 -1.27571 4.47708
H3 0.64825 -2.52383 3.13590
C3 0.24357 0.56949 -3.69929
C4 0.78347 0.83893 -2.30738
O3 0.95976 2.01304 -1.89407
O4 1.05692 -0.14981 -1.58992
H4 -0.71543 0.05825 -3.74085
H5 0.97533 0.02259 -4.30307
H6 0.14345 1.51515 -4.25227
C5 -1.79580 -1.10649 -0.52825
C6 -1.99198 0.05423 0.45630
O5 -1.06647 0.90002 0.57254
O6 -3.09616 0.06760 1.07678
H7 -2.77801 -1.47159 -0.85407
H8 -1.28089 -1.97107 -0.11104
H9 -1.26063 -0.70363 -1.38546
Cl1 0.48422 3.92822 0.84939
Cl2 3.81945 1.66221 0.37195

---

No. 3
This record from the Open Molecules 2025 dataset describes C21H33CdCl2N4O3 as an isolated structure. The level of theory is ωB97M-V with the def2-TZVPD basis set.

Computed properties:
Kohn-Sham gap: 6.30 eV
energy above the lowest of the compared OMol25 structures with the same formula, charge and spin: 123.6 kJ/mol
total energy: -64028.128 eV
charge: -1
LUMO level: 2.7 eV

Atoms and positions in Å:
O1 0.40345 -0.38072 -2.80833
C1 -0.70491 0.21232 -3.20083
C2 -0.42451 1.58695 -3.83760
C3 0.27024 2.59119 -3.17781
H1 0.56445 2.43041 -2.13267
C4 0.52168 3.81500 -3.80904
H2 1.08716 4.57730 -3.28577
C5 0.02240 4.05253 -5.08909
H3 0.19182 4.99295 -5.58233
C6 -0.68752 3.04601 -5.74446
H4 -1.09134 3.19290 -6.73852
C7 -0.87345 1.80808 -5.13581
H5 -1.43975 1.00671 -5.62036
H6 -1.09266 -0.36574 -4.07399
C8 -2.63045 -1.10745 -2.11930
C9 -1.95712 0.23347 -2.19949
H7 -3.55619 -1.16179 -2.71243
H8 -2.90951 -1.31786 -1.08092
H9 -1.93012 -1.87768 -2.47502
C10 -2.56801 1.40250 -1.88564
C11 -4.00045 1.55067 -1.49746
H10 -1.99737 2.33596 -1.97224
H11 -4.58050 2.03680 -2.28818
H12 -4.08416 2.14405 -0.58744
H13 -4.49041 0.59308 -1.30348
Cd1 -1.11229 0.15917 0.45889
Cl1 0.40762 1.99474 0.10244
Cl2 -3.36965 0.23315 1.41210
H14 4.43541 1.47691 -2.84141
H15 4.81493 1.60484 -0.13321
C12 3.39258 1.52664 -2.48991
C13 3.74041 1.39862 -0.02798
N1 3.24150 0.78944 -1.24517
H16 2.74005 1.07565 -3.24644
C14 2.72054 -0.45391 -1.22216
O2 2.53509 -1.13128 -0.18938
H17 3.56384 0.69919 0.79521
H18 2.44873 -0.83092 -2.22566
H19 3.12234 2.58107 -2.33975
H20 3.20042 2.33381 0.16410
H21 -0.53809 -5.37459 0.67284
H22 1.47121 -5.49624 -1.31750
C15 -0.99072 -4.73430 -0.09612
C16 0.82389 -4.75258 -1.80467
N2 0.05165 -4.01212 -0.81614
H23 -1.65305 -4.01563 0.39335
C17 0.15017 -2.68369 -0.68715
O3 -0.66213 -2.03772 0.01854
H24 1.44320 -4.04434 -2.36721
H25 0.97838 -2.22485 -1.24550
H26 -1.53134 -5.36334 -0.81698
H27 0.12614 -5.27704 -2.47630
C18 -1.05516 1.89542 3.46870
C19 -0.38434 0.57873 3.48156
N3 0.02889 -0.18059 2.47878
C20 0.73394 -1.25386 3.00850
C21 0.65357 -1.17308 4.39089
N4 -0.06705 -0.01979 4.65604
H28 -2.13159 1.77130 3.64478
H29 -0.63058 2.50675 4.27397
H30 -0.89658 2.41009 2.51245
H31 1.24234 -1.95430 2.36911
H32 1.04656 -1.81266 5.15533
H33 -0.35119 0.36356 5.55128

---

No. 4
This record from the Open Molecules 2025 dataset describes C28H35N4O4ReSSb2 as an isolated structure. The level of theory is ωB97M-V with the def2-TZVPD basis set.

Computed properties:
Kohn-Sham gap (spin up / spin down): 3.03 / 3.41 eV
multiplicity: 2
energy above the lowest of the compared OMol25 structures with the same formula, charge and spin: 127.5 kJ/mol
total energy: -69768.116 eV
charge: +3
LUMO level (spin up / spin down): -11.4 / -11.1 eV

Atoms and positions in Å:
Re1 0.00767 -0.23364 -0.11588
C1 -3.78111 1.13239 1.73644
C2 -2.42298 0.63073 1.39505
N1 -2.07163 0.14145 0.24004
N2 -2.96864 -0.18766 -0.74025
C3 -2.68118 -1.26348 -1.50151
N3 -3.56744 -1.75814 -2.34659
S1 -1.12932 -1.97788 -1.37200
C4 -1.36941 0.55736 2.39723
C5 -1.54042 0.99586 3.71115
C6 -0.51560 0.84317 4.62773
C7 0.65620 0.23013 4.21212
C8 0.75325 -0.18687 2.89587
N4 -0.21509 -0.03380 1.99863
H1 -4.38912 1.36418 0.86348
H2 -3.70039 2.03866 2.33355
H3 -4.31525 0.39489 2.33917
H4 -3.91015 0.20382 -0.72944
H5 -4.52339 -1.43357 -2.41252
H6 -3.31763 -2.54561 -2.92828
H7 -2.46446 1.45395 4.01587
H8 -0.63083 1.20067 5.63750
H9 1.48059 0.08031 4.89027
H10 1.66918 -0.65548 2.55764
C9 3.05763 1.44562 -2.19853
Sb1 1.14390 0.54201 -2.51058
C10 0.33853 1.98855 -3.86949
C11 1.62620 -1.14273 -3.87808
C12 3.07932 -1.37663 -3.84506
C13 3.87365 -0.85096 -4.86817
C14 5.24953 -0.97823 -4.84686
C15 5.86681 -1.60668 -3.76440
C16 5.09609 -2.14495 -2.74964
C17 3.70228 -2.07161 -2.77562
C18 2.92250 -2.77782 -1.73545
Sb2 2.26449 -1.62616 0.02699
C19 4.10831 -0.82224 0.78701
C20 1.89546 -3.32973 1.26272
H11 3.69271 1.22747 -3.05500
H12 3.52430 1.08128 -1.28630
H13 2.91076 2.52074 -2.12219
H14 1.05673 2.06952 -4.67788
H15 0.25742 2.94995 -3.37442
H16 -0.62192 1.68059 -4.26730
H17 1.30454 -0.80934 -4.86235
H18 1.03055 -1.99956 -3.56618
H19 3.39248 -0.36704 -5.70653
H20 5.84186 -0.58729 -5.65940
H21 6.94189 -1.68545 -3.73184
H22 5.57727 -2.67009 -1.93966
H23 3.53608 -3.54896 -1.26931
H24 2.01491 -3.23887 -2.13110
H25 4.56916 -1.59367 1.39571
H26 3.93217 0.06348 1.39129
H27 4.77479 -0.57536 -0.03393
H28 2.66854 -4.06540 1.06412
H29 0.92371 -3.75574 1.02172
H30 1.92335 -3.06765 2.31609
O1 0.09954 2.78361 1.93630
C21 -0.12757 2.79514 0.74487
O2 0.34154 1.92151 -0.10083
C22 -1.04496 3.81750 0.12411
C23 -1.55786 3.56507 -1.15227
C24 -2.46127 4.41216 -1.76725
C25 -2.85961 5.51886 -1.04019
O3 -3.74721 6.46317 -1.35413
C26 -3.81613 7.35024 -0.26398
O4 -2.94088 6.88207 0.73151
C27 -2.35386 5.77488 0.26193
C28 -1.43694 4.93366 0.86332
H31 -1.22465 2.66700 -1.65751
H32 -2.84399 4.23880 -2.75923
H33 -4.84890 7.39131 0.11986
H34 -3.53449 8.36890 -0.57654
H35 -1.04812 5.10643 1.85419

---

No. 5
This record from the Open Molecules 2025 dataset describes C51H40F3N4OP2SV as an isolated structure. The level of theory is ωB97M-V with the def2-TZVPD basis set.

Computed properties:
Kohn-Sham gap (spin up / spin down): 7.25 / 6.74 eV
multiplicity: 2
total energy: -124793.411 eV
charge: +1
LUMO level (spin up / spin down): -2.2 / -2.2 eV

Atoms and positions in Å:
V1 -0.43284 -0.61514 -0.00731
O1 1.74232 1.05454 0.42029
S1 0.36354 1.23388 1.03820
C1 -0.12524 2.89144 0.76610
C2 0.64187 3.83788 1.41541
C3 0.34924 5.21142 1.38188
C4 -0.74690 5.60551 0.67294
C5 -1.36894 6.97429 0.51099
C6 -2.46191 6.78473 -0.57390
C7 -2.47102 5.29660 -0.84933
C8 -3.22230 4.55526 -1.70410
C9 -2.92451 3.17795 -1.81526
C10 -1.96253 2.52207 -1.08158
P1 -1.55661 0.80025 -1.54834
C11 -0.51488 1.00529 -3.04154
C12 -1.03556 1.37342 -4.28446
C13 -0.19879 1.54983 -5.37355
C14 1.17569 1.36200 -5.23667
C15 1.70393 0.99481 -4.00941
C16 0.86001 0.81777 -2.91463
C17 -3.12126 0.09385 -2.18075
C18 -3.09703 -0.82798 -3.22916
C19 -4.24511 -1.51843 -3.59332
C20 -5.43185 -1.30659 -2.90410
C21 -5.46166 -0.40364 -1.85075
C22 -4.31356 0.28810 -1.48800
C23 -1.19446 3.27968 -0.12387
C24 -1.46725 4.65957 -0.08680
C25 0.51776 1.10160 2.79730
C26 -0.15077 1.95068 3.64173
C27 0.08642 1.98432 5.03492
C28 1.06087 1.17748 5.53544
C29 1.59940 1.02561 6.94274
C30 2.73031 -0.03399 6.82061
C31 2.64792 -0.51850 5.38756
C32 3.30675 -1.51749 4.73997
C33 2.93976 -1.78781 3.40218
C34 2.01965 -1.05563 2.68844
P2 1.38762 -1.76839 1.12879
C35 2.77639 -1.75447 -0.06570
C36 2.69593 -2.53972 -1.21905
C37 3.67549 -2.45766 -2.19967
C38 4.74303 -1.58093 -2.04496
C39 4.82978 -0.79942 -0.90071
C40 3.85162 -0.88504 0.08214
C41 1.15280 -3.53410 1.51770
C42 2.12373 -4.50356 1.27983
C43 1.88253 -5.83408 1.60012
C44 0.66886 -6.20393 2.16287
C45 -0.30203 -5.24207 2.40997
C46 -0.06481 -3.91330 2.08521
C47 1.41039 0.08720 3.31977
C48 1.70037 0.25197 4.68056
H1 1.49357 3.50654 1.99502
H2 0.96722 5.90968 1.93149
H3 -0.62928 7.72524 0.23565
H4 -1.80375 7.29266 1.45959
H5 -2.21607 7.33422 -1.48328
H6 -3.43812 7.13873 -0.24448
H7 -3.99412 4.99389 -2.32405
H8 -3.48643 2.61196 -2.54774
H9 -2.10233 1.51737 -4.40583
H10 -0.61669 1.83679 -6.33011
H11 1.82867 1.50850 -6.08778
H12 2.77009 0.85035 -3.88885
H13 1.30227 0.55643 -1.95575
H14 -2.18098 -1.00054 -3.78103
H15 -4.21092 -2.21972 -4.41767
H16 -6.32826 -1.84524 -3.18304
H17 -6.37923 -0.23799 -1.30138
H18 -4.34567 0.96951 -0.64666
H19 -0.87594 2.63813 3.23009
H20 -0.47131 2.67330 5.65589
H21 0.80792 0.68900 7.61353
H22 1.96405 1.97393 7.33643
H23 2.60821 -0.85113 7.53079
H24 3.70962 0.40720 7.01122
H25 4.04352 -2.13828 5.23415
H26 3.38112 -2.65902 2.92961
H27 1.87691 -3.24084 -1.33776
H28 3.61410 -3.08859 -3.07787
H29 5.50743 -1.51303 -2.80882
H30 5.66000 -0.11728 -0.77039
H31 3.91538 -0.25930 0.96224
H32 3.07617 -4.22629 0.84454
H33 2.64664 -6.57745 1.41309
H34 0.47819 -7.24116 2.40654
H35 -1.24845 -5.52331 2.85355
H36 -0.83251 -3.17366 2.27398
N1 0.05958 -2.76903 -4.27156
C49 -0.66838 -3.84915 -3.92227
N2 -0.92269 -4.77173 -4.86221
N3 -1.14526 -4.03583 -2.71236
C50 -0.95982 -3.08163 -1.84901
N4 -0.79101 -2.22640 -1.08616
H37 0.35981 -2.61210 -5.21688
H38 0.23947 -2.04318 -3.59410
H39 -0.43566 -4.77944 -5.73916
H40 -1.39657 -5.60996 -4.57149
F1 -1.71619 -1.01263 2.60281
C51 -2.07648 -0.68392 1.31015
F2 -2.77709 0.49766 1.47493
F3 -3.03289 -1.59041 0.97564

---

No. 6
This record from the Open Molecules 2025 dataset describes a 3-piece molecular cluster, CH8NO3 overall. The level of theory is ωB97M-V with the def2-TZVPD basis set.

Computed properties:
Kohn-Sham gap: 8.16 eV
energy above the lowest of the compared OMol25 structures with the same formula, charge and spin: 20.5 kJ/mol
total energy: -8800.260 eV
charge: -1
LUMO level: 4.3 eV

Atoms and positions in Å:
N1 -0.53597 1.96119 0.74644
C1 -0.94749 0.54071 0.70026
O1 0.04315 -0.36763 0.41533
H1 0.30512 2.05365 1.30641
H2 -0.23876 2.07539 -0.21918
H3 -1.40399 0.25750 1.67311
H4 -1.77149 0.50869 -0.05332
H5 0.59838 -2.13126 0.45994
H6 0.69030 -3.24473 -0.49786
O2 0.89523 -3.06472 0.41836
H7 0.30942 0.07382 -1.05834
H8 1.50003 0.63242 -2.02193
O3 0.55608 0.70499 -1.86923